3 unconnected molecules or ions with the total composition C16H30BCl4N4O in a non-equilibrium geometry, computed with ωB97M-V/def2-TZVPD.

XYZ file:
```
56
Properties=species:S:1:pos:R:3
Cl 0.6347 0.1401 -3.4976
Cl 5.4480 0.7711 -4.5150
Cl 4.8860 0.4658 -1.1707
Cl 2.4659 -2.4889 -2.3732
O -0.2024 0.5888 3.5874
N -3.9456 1.1908 0.7285
N -7.2636 -1.2810 1.5274
N -0.0708 2.3536 1.9232
N -2.8136 1.5958 1.3091
C 6.1734 1.7507 -3.2118
C 0.6770 3.1125 2.9499
C -2.3044 -0.7684 1.5180
C -3.4875 -1.0972 0.9162
C -0.1241 -1.2973 -0.2198
C -4.3280 -0.0536 0.5304
C -1.3975 -1.8727 1.9599
C -5.6623 -0.3033 -0.0910
C -6.7484 -0.2603 0.9836
C 2.2751 -1.9744 -4.0694
C 0.7726 2.1416 0.7365
C 1.1701 -1.8527 1.9053
C -2.0213 0.6259 1.7076
C 2.1640 -0.4780 -4.1908
C -0.1170 -2.0810 1.0876
C 6.4123 0.9482 -1.9606
B -0.6879 1.1685 2.4539
H -0.0128 3.4904 3.6956
H 1.8781 -2.6423 1.6732
H 3.1533 -2.3241 -4.6091
H 1.4186 1.2641 0.7890
H -4.5556 1.9386 0.4211
H 5.5136 2.5934 -3.0233
H 1.4126 2.9961 0.5547
H 1.4800 2.5368 3.4026
H 6.9807 0.0453 -2.1666
H -6.8656 -2.1473 1.1579
H 1.1256 3.9683 2.4574
H -1.9876 -2.7820 1.8822
H 0.1591 2.0329 -0.1568
H -3.8052 -2.1080 0.7304
H -1.1745 -1.7757 3.0141
H 1.4001 -2.4757 -4.4746
H -0.3811 -0.2504 -0.1133
H 6.9658 1.5493 -1.2417
H -0.7312 -1.8050 -0.9632
H -0.8784 0.2418 4.1767
H 0.9900 -1.8905 2.9707
H 2.1739 -0.1935 -5.2414
H 2.9847 0.0265 -3.6905
H 0.8862 -1.3208 -0.6102
H 7.1194 2.1308 -3.5924
H -0.1001 -3.1302 0.8181
H 1.6682 -0.9194 1.6595
H -7.1339 0.7040 1.3074
H -5.7070 -1.2838 -0.5446
H -5.8815 0.4859 -0.8073
```

Its HOMO energy is -0.4331 Eh. Its HOMO-LUMO gap is 0.277 Eh. The charge is +1. The value obtained for the max |F| is 1.37 eV/Å.

Atom charges from the Mulliken analysis, given in e for atoms 1 to 8: number 1, Cl, carries -0.18; number 2, Cl, carries -0.17; number 3, Cl, carries -0.12; number 4, Cl, carries -0.16; number 5, O, carries -0.45; number 6, N, carries 0.25; number 7, N, carries -0.57; number 8, N, carries 0.11